[1]
Molecular formula: C11H14BN7Tc
Method: DFT, ωB97M-V/def2-TZVPD

Structure (ORCA input):
```
! RIJCOSX wB97M-V def2-TZVPD def2/J DEFGRID3
* xyz 2 4
H 0.1023 -1.3735 -2.4286
N 0.0103 0.5941 -1.6594
B -0.3901 3.1310 -1.3555
N -0.3460 1.8332 -2.1934
C -0.6044 1.6774 -3.4964
Tc 0.5464 0.3483 0.3226
H -0.9261 2.5582 -4.0363
C -0.4383 0.3454 -3.8397
H -0.5705 -0.0935 -4.8139
C -0.0790 -0.3274 -2.6592
H -0.7259 4.1082 -1.9716
C 1.7091 -0.7969 2.5502
H 1.9127 -1.8744 2.5467
H 0.8503 -0.5885 3.2022
H 2.5782 -0.2354 2.9131
N 1.0500 3.1956 -0.8036
N -1.2162 2.8115 -0.1034
N 1.6214 2.1126 -0.1372
N -1.0010 1.6405 0.6353
C 1.9617 4.1617 -0.9305
C -2.2554 3.4683 0.4159
H 1.6753 5.0728 -1.4407
H -2.5523 4.3770 -0.0858
C 3.1314 3.7444 -0.3302
C -2.7439 2.7641 1.5070
C 2.8999 2.4576 0.1568
C -1.9599 1.6013 1.6001
H 4.0360 4.3104 -0.2521
H -3.5435 3.0759 2.1486
H 3.5677 1.7902 0.6696
H -2.0119 0.7625 2.2674
H 1.5760 -0.5396 1.4659
N -0.6614 -2.5983 0.0581
C -0.2205 -1.5119 0.2325
*
```

Properties
E_LUMO (spin up / spin down), eV: -10.247 / -10.606
HOMO-LUMO gap (spin up / spin down), eV: 6.3 / 5.8



[2]
Molecular formula: CH5OPS
Method: DFT, ωB97M-V/def2-TZVPD

Structure (ORCA input):
```
! RIJCOSX wB97M-V def2-TZVPD def2/J DEFGRID3
* xyz 0 3
C -0.6450 -0.7456 0.6952
O -0.9137 0.0694 -0.3853
P -0.4499 1.5686 -0.1712
S 2.5987 0.6429 -0.9790
H -1.2350 -0.4503 1.6110
H 0.3741 -0.6063 0.9550
H -0.7240 -1.8140 0.4189
H -1.0574 1.9746 -1.3152
H 2.0523 -0.6392 -0.8295
*
```

Properties
E_LUMO (spin up / spin down), eV: 0.794 / -2.583
Relative energy (zero: lowest compared OMol25 entry of this formula, charge and spin), kJ/mol: 113.7
HOMO-LUMO gap (spin up / spin down), eV: 8.2 / 7.0



[3]
Molecular formula: C7H10Si
Method: DFT, ωB97M-V/def2-TZVPD

Structure (ORCA input):
```
! RIJCOSX wB97M-V def2-TZVPD def2/J DEFGRID3
* xyz 0 1
C -0.6468 2.2753 -0.7855
C -0.0630 1.1369 -0.4461
Si 0.9901 -0.0357 0.3471
C 0.2336 -1.6082 1.0352
C 2.8293 -0.2308 0.1222
C 3.5977 0.4411 -0.6777
H -1.1123 2.4624 -1.7001
H -0.8533 3.0833 -0.1560
H 0.7821 -1.9343 1.9068
H -0.7882 -1.2153 1.2251
H 0.2022 -2.4874 0.3339
H 3.1656 -1.1251 0.6422
H 4.6894 0.2819 -0.9669
H 3.1980 1.3920 -1.0504
C -3.9382 -0.9059 0.5115
C -4.0514 -0.2441 -0.4564
H -3.8336 -1.7428 1.2395
H -4.4013 0.4568 -1.1244
*
```

Properties
E_LUMO, eV: 0.385
Relative energy (zero: lowest compared OMol25 entry of this formula, charge and spin), kJ/mol: 328.9
HOMO-LUMO gap, eV: 7.9
Structure (SMILES): C=C=[Si](C)C=C.C#C



[4]
Molecular formula: C52H50GeMoN7Se
Method: DFT, ωB97M-V/def2-TZVPD

Structure (ORCA input):
```
! RIJCOSX wB97M-V def2-TZVPD def2/J DEFGRID3
* xyz 3 1
Mo -1.5597 0.1366 0.4540
C -3.8366 -3.3682 1.6102
C -5.2172 -2.9831 1.6238
C -5.5386 -1.8385 0.9225
C -4.5275 -1.0223 0.2929
N -3.1961 -1.3215 0.4659
C -2.9395 -2.5987 0.9086
N -4.9395 -0.1431 -0.6755
C -4.2484 0.8919 -1.0644
N -2.9935 1.3147 -0.6577
C -3.0212 2.6697 -0.7317
N -2.3436 3.5500 -0.0418
C -1.5305 3.2680 1.0112
C -0.6762 4.2689 1.5014
C 0.2479 4.0401 2.5346
C 0.2342 2.7460 3.1619
C -0.6690 1.8108 2.6550
N -1.4539 1.9886 1.5572
C -4.0590 3.0777 -1.6568
C -4.5524 4.3338 -2.0322
C -5.8626 4.4301 -2.5209
C -6.6681 3.3102 -2.6540
C -6.1739 2.0442 -2.3070
C -4.8890 1.9521 -1.7846
H -3.4938 -4.2800 2.1370
H -5.9779 -3.5741 2.1262
H -6.5438 -1.4890 0.7693
H -1.9512 -3.0324 0.7301
H -0.7835 5.2249 1.0137
H 0.9565 4.8151 2.8560
H 0.9887 2.4616 3.8954
H -0.6975 0.8353 3.1086
H -3.9286 5.2239 -1.9402
H -6.2828 5.3847 -2.8215
H -7.6786 3.4430 -3.0374
H -6.7943 1.1454 -2.3962
C 4.5288 3.0827 0.2536
C 4.1223 2.9331 -1.2278
C 2.9547 3.8726 -1.6096
C 1.5198 3.2884 -1.4452
N 1.1957 2.1318 -2.3541
C 0.8304 0.8762 -2.0289
Se 0.9451 0.3048 -0.2004
N 0.5858 0.1408 -3.1497
C 0.2771 -1.2974 -3.2677
C 1.5317 -2.1703 -2.9740
C 2.9027 -1.7386 -3.5410
C 3.0925 -2.1701 -5.0122
C 0.7514 0.9980 -4.2517
C 0.6785 0.7042 -5.6101
C 0.8997 1.7734 -6.4845
C 1.1753 3.0774 -5.9917
C 1.2755 3.3447 -4.6102
C 1.0936 2.2514 -3.7533
H 5.3264 2.3471 0.5043
H 3.6856 2.8353 0.9237
H 4.9701 4.0814 0.4469
H 3.9215 1.8976 -1.5108
H 4.9703 3.3266 -1.8241
H 3.0418 4.2751 -2.6400
H 3.0326 4.7737 -0.9670
H 0.7526 4.0723 -1.6632
H 1.3109 2.9655 -0.4399
H -0.0317 -1.4124 -4.3352
H -0.5907 -1.5209 -2.6382
H 1.2692 -3.1417 -3.3687
H 1.6923 -2.2884 -1.9012
H 3.7029 -2.2389 -2.9450
H 3.0928 -0.6723 -3.4754
H 2.8823 -3.2691 -5.1212
H 4.0970 -1.9113 -5.3893
H 2.3471 -1.6324 -5.6278
H 0.5846 -0.3446 -5.9684
H 0.8337 1.6020 -7.5648
H 1.2880 3.8851 -6.7053
H 1.5543 4.3329 -4.2886
C -0.2437 -1.3241 0.4061
Ge 0.5432 -2.1069 2.3183
C -0.6401 -2.0294 3.9024
C -1.8393 -1.3260 4.0791
C -2.5123 -1.3567 5.2733
C -2.0299 -2.1224 6.3511
C -0.8436 -2.8594 6.1847
C -0.1648 -2.8329 4.9444
C 2.1466 -1.1163 2.7091
C 3.2878 -1.2326 1.8773
C 4.4059 -0.4503 2.1376
C 4.4361 0.4023 3.2257
C 3.3564 0.5040 4.0923
C 2.2053 -0.2417 3.8284
C 1.0327 -3.9681 2.1836
C 0.0394 -4.9192 1.9926
C 0.3845 -6.2359 1.6307
C 1.7319 -6.6066 1.5452
C 2.7365 -5.6588 1.8426
C 2.3923 -4.3842 2.2685
H -0.1909 -2.2129 -0.2587
H -2.2523 -0.7486 3.2577
H -3.4271 -0.7721 5.3346
H -2.5899 -2.2186 7.2739
H -0.3991 -3.4679 6.9703
H 0.7626 -3.4229 4.8349
H 3.2695 -2.0166 1.0919
H 5.3019 -0.5589 1.4844
H 5.3142 1.0070 3.3996
H 3.3898 1.1573 4.9848
H 1.3677 -0.1462 4.4783
H -0.9992 -4.6713 2.0898
H -0.4269 -6.9310 1.4000
H 1.9719 -7.6049 1.2080
H 3.7962 -5.8943 1.7763
H 3.1929 -3.7151 2.6250
*
```

Properties
E_LUMO (spin up / spin down), eV: -10.219 / -10.218
Relative energy (zero: lowest compared OMol25 entry of this formula, charge and spin), kJ/mol: 0.0
HOMO-LUMO gap (spin up / spin down), eV: 5.3 / 5.3



[5]
Molecular formula: C34H102O17
Method: DFT, ωB97M-V/def2-TZVPD

Structure (ORCA input):
```
! RIJCOSX wB97M-V def2-TZVPD def2/J DEFGRID3
* xyz 0 1
C 3.6253 -2.5102 0.2877
C 3.7012 -3.0502 1.6585
O 4.9831 -3.6170 1.8710
H 2.6346 -2.0744 0.1583
H 3.7446 -3.2749 -0.4799
H 4.4440 -1.8243 0.0705
H 3.1245 -3.9705 1.7498
H 3.2984 -2.5091 2.5147
H 5.1485 -4.3506 1.2744
C 0.7388 -2.1696 6.6708
C 0.4300 -1.5702 5.2653
O 0.4987 -0.1712 5.4754
H 1.7619 -1.9673 6.9877
H 0.5510 -3.2431 6.6935
H 0.0717 -1.7587 7.4287
H -0.6198 -1.6651 4.9879
H 1.1360 -1.9685 4.5366
H -0.0274 0.2517 4.7928
C 0.3828 -5.0004 1.0831
C 0.1035 -4.0538 2.2409
O -1.2773 -3.8216 2.3078
H -0.4366 -5.0815 0.3688
H 0.3725 -6.0206 1.4669
H 1.3156 -4.6627 0.6315
H 0.6434 -3.1276 2.0437
H 0.5078 -4.4681 3.1644
H -1.6357 -4.6030 2.7352
C 2.5931 5.2950 -5.4431
C 1.9059 4.6926 -4.2652
O 2.7470 4.4769 -3.2134
H 3.1324 4.5031 -5.9630
H 3.4325 5.9265 -5.1522
H 1.9159 5.7306 -6.1777
H 1.6076 3.6923 -4.5793
H 0.9859 5.2037 -3.9815
H 2.2441 4.3121 -2.4124
C 0.3887 3.1219 3.7980
C -0.9820 2.8105 3.2501
O -1.3500 1.5276 3.5871
H 1.1528 2.4682 3.3775
H 0.4381 3.1071 4.8868
H 0.8516 4.0834 3.5759
H -0.9175 2.9857 2.1762
H -1.7876 3.4416 3.6251
H -2.2269 1.4245 3.2102
C 4.4502 6.5788 2.0185
C 3.6799 5.6444 1.0656
O 4.5980 4.6196 0.7458
H 5.2620 7.1092 1.5208
H 4.9346 6.1284 2.8849
H 3.8293 7.4284 2.3029
H 3.3674 6.0686 0.1114
H 2.8905 5.0933 1.5767
H 5.0445 5.0459 0.0106
C 3.3524 2.4598 6.0633
C 3.5520 1.0426 5.9283
O 2.9645 0.4134 7.0518
H 2.3172 2.5214 5.7275
H 4.0738 2.9387 5.4013
H 3.5080 2.8685 7.0618
H 4.6052 0.8109 6.0868
H 3.3092 0.6092 4.9581
H 2.0356 0.1971 6.9427
C -3.8909 4.6798 -3.3387
C -3.0751 3.4142 -3.5555
O -1.7625 3.8456 -3.9602
H -3.6604 5.4362 -4.0890
H -3.6456 5.1530 -2.3880
H -4.9678 4.5255 -3.4068
H -3.5119 2.8442 -4.3755
H -3.0347 2.7714 -2.6762
H -1.1715 3.6210 -3.2378
C -5.7085 -1.6205 -2.3620
C -6.8051 -2.2628 -3.2045
O -6.6151 -2.0416 -4.6209
H -4.7677 -2.0685 -2.6820
H -5.9644 -1.8168 -1.3208
H -5.7029 -0.5544 -2.5890
H -7.7817 -1.8453 -2.9595
H -6.8600 -3.3265 -2.9730
H -7.0416 -2.7716 -5.0755
C 0.6653 -1.1959 -4.1439
C 2.0088 -0.5517 -3.9602
O 2.4977 -1.0400 -2.7461
H -0.0240 -0.8232 -3.3862
H 0.7210 -2.2794 -4.0397
H 0.1480 -0.9134 -5.0608
H 2.0452 0.5376 -3.9590
H 2.6395 -0.9873 -4.7352
H 2.0570 -0.5998 -2.0156
C -3.5004 -3.8548 -4.8114
C -2.7974 -4.7057 -5.8308
O -2.1535 -5.7730 -5.2100
H -4.0744 -3.0331 -5.2397
H -2.8571 -3.4714 -4.0194
H -4.2445 -4.4860 -4.3257
H -2.0008 -4.1262 -6.2974
H -3.4993 -4.9618 -6.6245
H -1.2663 -5.9179 -5.5467
C -0.8723 5.0452 -0.7787
C 0.2119 4.0113 -0.5474
O 0.1518 2.8742 -1.4538
H -1.1564 5.7188 0.0298
H -1.7579 4.4390 -0.9693
H -0.5180 5.5980 -1.6488
H 0.2164 3.6195 0.4698
H 1.1872 4.4965 -0.5857
H 0.9041 2.3157 -1.2448
C 1.7164 -5.0891 -2.3160
C 1.2013 -6.5061 -2.1094
O 2.3770 -7.2225 -1.6773
H 1.7678 -4.4865 -1.4091
H 1.1092 -4.5701 -3.0576
H 2.7062 -5.0791 -2.7722
H 0.8567 -6.8821 -3.0727
H 0.3541 -6.4622 -1.4249
H 2.2516 -8.1735 -1.6382
C -0.7670 -0.5978 -0.2733
C 0.5221 0.0275 0.3553
O 1.5720 0.3699 -0.5133
H -1.3136 -1.0926 0.5295
H -0.4661 -1.4417 -0.8940
H -1.3975 0.0477 -0.8848
H 0.9227 -0.6946 1.0668
H 0.1717 0.8015 1.0381
H 2.0349 1.1363 -0.1669
C 4.3153 1.2273 2.0413
C 4.5266 1.6024 0.5859
O 3.4550 2.2900 0.1036
H 4.2740 2.1210 2.6640
H 5.1365 0.5748 2.3378
H 3.3703 0.7039 2.1866
H 4.8228 0.7300 0.0034
H 5.4496 2.1782 0.5183
H 3.7577 3.1915 0.2349
C -4.3112 0.8726 0.2592
C -3.2455 1.3707 1.1457
O -3.8839 1.8082 2.2741
H -4.7345 -0.0863 0.5583
H -3.7332 0.8354 -0.6642
H -5.1353 1.5586 0.0630
H -2.6878 2.1838 0.6810
H -2.5691 0.5469 1.3737
H -4.2410 2.6868 2.1252
C -5.1284 -4.4277 1.5394
C -4.7299 -2.9011 1.4734
O -3.5910 -2.8134 0.6836
H -6.1183 -4.5522 1.9784
H -4.4001 -5.0749 2.0281
H -5.1080 -4.7407 0.4955
H -4.6559 -2.2916 2.3740
H -5.5653 -2.4641 0.9264
H -2.7801 -3.2322 0.9817
*
```

Properties
E_LUMO, eV: 0.289
Relative energy (zero: lowest compared OMol25 entry of this formula, charge and spin), kJ/mol: 451.7
HOMO-LUMO gap, eV: 9.8



[6]
Molecular formula: C36H76F6MnN7O16PtS6
Method: DFT, ωB97M-V/def2-TZVPD

Structure (ORCA input):
```
! RIJCOSX wB97M-V def2-TZVPD def2/J DEFGRID3
* xyz 1 8
Pt 16.3006 10.3094 -1.5800
Mn 16.0382 10.1946 3.9663
N 17.4121 10.9279 2.7489
S 18.8936 9.9821 2.2821
O 20.2102 10.5460 2.1755
O 18.6425 8.8445 1.4166
F 19.1842 9.3653 3.7313
S 17.6056 11.7612 1.4802
O 17.6170 11.1200 0.1086
O 18.4035 12.9646 1.5678
F 16.1961 12.3985 1.7473
N 16.6891 11.6898 -3.0370
S 15.9735 11.8967 -4.5261
O 16.3360 10.9646 -5.5557
O 15.4416 13.2282 -4.7484
F 14.6856 11.1526 -4.0438
S 17.5769 12.9071 -3.2926
O 17.1325 14.1847 -2.6774
O 18.4080 12.8907 -4.4973
F 18.6869 12.3318 -2.2962
N 14.8100 9.9320 -0.1545
S 14.4492 8.8677 1.0565
O 13.6798 7.7013 0.7674
O 14.5008 9.4578 2.3992
F 15.9417 8.2277 0.9748
S 13.2723 10.2753 -0.4037
O 12.5884 11.1952 0.5069
O 12.5427 9.3000 -1.2147
F 13.5391 11.2547 -1.6751
C 17.5949 3.2416 -1.0334
C 16.0336 3.1966 -1.1261
C 15.5411 1.7009 -1.1842
C 15.5668 1.0963 0.2591
C 14.6661 1.9265 1.1613
C 14.9935 3.4673 1.3183
N 15.5119 4.0090 0.0124
O 15.7558 5.3943 -0.1028
C 13.6922 4.3832 1.6186
C 16.0170 3.5505 2.4975
C 15.4451 3.7806 -2.4971
H 17.9002 2.7725 -0.0980
H 17.8394 4.3035 -1.0048
H 18.1932 2.7717 -1.8140
H 14.5442 1.6735 -1.6241
H 16.0761 1.0652 -1.8898
H 16.5924 1.3179 0.5543
H 15.2866 0.0432 0.2830
H 14.7081 1.3604 2.0919
H 13.6145 1.9729 0.8785
H 13.0572 4.1284 2.4671
H 14.2926 5.2614 1.8560
H 13.0662 4.6054 0.7543
H 16.6577 4.4308 2.5506
H 15.4822 3.3991 3.4351
H 16.6061 2.6454 2.6454
H 15.7872 3.2416 -3.3806
H 15.5419 4.8519 -2.6731
H 14.3863 3.5744 -2.3408
H 15.0220 5.7661 -0.5977
C 14.3931 14.5654 -1.1024
C 13.5866 15.6123 -0.3600
C 12.4816 16.1346 -1.3726
C 11.3279 16.9374 -0.5958
C 10.6418 16.1754 0.4853
C 11.7027 15.4454 1.4386
N 12.8912 14.9447 0.7733
O 13.7423 14.0599 1.5752
C 11.9644 16.3938 2.5948
C 10.9047 14.2272 1.9297
C 14.5076 16.7122 0.0992
H 13.6802 13.8102 -1.4335
H 15.2845 14.2292 -0.5728
H 14.7253 15.0371 -2.0271
H 13.0369 16.8508 -1.9783
H 12.0978 15.3009 -1.9606
H 10.4811 17.2758 -1.1929
H 11.8528 17.8215 -0.2339
H 9.9184 15.5132 0.0097
H 10.0779 16.9812 0.9552
H 12.7106 16.0041 3.2872
H 12.1199 17.4388 2.3263
H 11.0544 16.2962 3.1867
H 10.4012 13.6397 1.1619
H 11.4736 13.4697 2.4688
H 10.1556 14.4820 2.6795
H 15.1671 16.3466 0.8862
H 14.0204 17.4914 0.6853
H 15.1167 17.1100 -0.7125
H 13.6986 13.2465 1.0672
C 11.9940 6.9753 3.5211
C 10.4806 7.1545 3.4418
C 9.9586 7.3330 4.9034
C 8.5492 7.8468 4.9480
C 8.3866 9.2049 4.2422
C 8.9315 9.0714 2.7443
N 10.2047 8.3222 2.6142
O 10.5352 8.2008 1.2838
C 7.8653 8.4710 1.7704
C 9.3026 10.4618 2.3229
C 9.9069 5.7673 2.8025
H 12.4569 6.8154 2.5473
H 12.2074 6.1548 4.2062
H 12.4596 7.8075 4.0491
H 9.9679 6.3639 5.4023
H 10.3916 8.1726 5.4471
H 8.1491 8.1396 5.9187
H 7.9443 7.0350 4.5441
H 8.8056 10.0932 4.7149
H 7.3082 9.3233 4.1362
H 6.8222 8.5889 2.0638
H 7.8364 8.6613 0.6976
H 7.9607 7.4141 1.5218
H 9.1097 10.6455 1.2659
H 8.7904 11.2723 2.8414
H 10.3480 10.6561 2.5626
H 8.8223 5.7900 2.6962
H 10.0561 4.8984 3.4435
H 10.3906 5.5641 1.8470
H 9.9733 7.5268 0.8945
C 15.0537 14.5112 5.2956
C 15.7331 13.1310 5.4627
C 16.1892 12.8850 7.0370
C 14.9873 12.3984 7.9080
C 14.0895 11.3446 7.2179
C 13.6668 11.7161 5.8188
N 14.8937 11.9752 5.0397
O 14.7805 11.9423 3.6978
C 13.0629 10.4060 5.2226
C 12.5215 12.8140 5.7948
C 17.2108 13.0559 4.8636
H 15.7045 15.3157 5.6382
H 14.0820 14.6857 5.7575
H 14.8129 14.7199 4.2533
H 16.9901 12.2053 7.3280
H 16.4139 13.7963 7.5911
H 14.2899 13.2066 8.1278
H 15.4146 12.0284 8.8401
H 13.2765 11.2973 7.9424
H 14.6591 10.4181 7.2902
H 13.8914 9.6982 5.1944
H 12.2634 10.1979 5.9337
H 12.5899 10.4880 4.2440
H 12.4582 13.4937 6.6445
H 12.5474 13.3609 4.8523
H 11.5572 12.3267 5.6500
H 17.7591 13.9210 5.2365
H 17.1066 13.1090 3.7799
H 17.9268 12.2979 5.1813
H 14.1635 12.6309 3.4396
*
```

Properties
E_LUMO (spin up / spin down), eV: -4.737 / -6.475
Relative energy (zero: lowest compared OMol25 entry of this formula, charge and spin), kJ/mol: 953.8
HOMO-LUMO gap (spin up / spin down), eV: 4.4 / 2.6



What did we get for DFT total energy? Answer: -24921.4240, -23286.1371, -15292.5645, -188857.4767, -71712.4415, -197611.0580 eV, in the order shown.